1.
This record from the Open Molecules 2025 dataset describes the molecule C28H33N3O2. The level of theory is ωB97M-V with the def2-TZVPD basis set.

Last column: natural (NBO) charge in e.
CARTESIAN COORDINATES (ANGSTROEM)
C -6.12 -1.82 -1.66  -0.61
C -5.77 -1.84 -0.17  -0.04
C -6.70 -0.92 0.64  -0.44
C -6.66 0.50 0.15  0.23
C -7.80 1.15 -0.31  -0.25
C -7.70 2.46 -0.75  -0.16
C -6.47 3.09 -0.71  -0.27
C -5.39 2.36 -0.24  0.06
N -5.48 1.11 0.18  -0.47
N -4.40 -1.44 0.04  -0.65
C -3.43 -2.30 0.41  0.67
O -3.62 -3.49 0.54  -0.64
C -2.10 -1.67 0.66  -0.18
C -1.69 -0.49 0.06  -0.19
C -0.44 0.05 0.32  -0.26
C 0.43 -0.59 1.21  0.32
O 1.65 -0.15 1.57  -0.50
C 2.23 1.00 0.97  0.10
C 3.37 1.45 1.87  -0.42
C 4.09 2.65 1.24  -0.21
N 4.57 2.41 -0.10  -0.46
C 5.94 2.02 -0.28  -0.18
C 6.46 0.70 0.35  -0.45
C 5.92 -0.55 -0.26  -0.04
C 5.31 -1.53 0.54  -0.22
C 4.80 -2.68 -0.02  -0.20
C 4.88 -2.89 -1.39  -0.22
C 5.50 -1.94 -2.19  -0.22
C 6.02 -0.79 -1.63  -0.17
C 3.55 1.89 -0.97  -0.21
C 2.77 0.69 -0.42  -0.45
C 0.02 -1.79 1.80  -0.26
C -1.22 -2.32 1.52  -0.14
H -5.47 -2.51 -2.19  0.22
H -7.15 -2.13 -1.81  0.20
H -5.99 -0.82 -2.07  0.20
H -5.86 -2.87 0.21  0.24
H -7.72 -1.30 0.59  0.21
H -6.38 -0.94 1.69  0.23
H -8.75 0.63 -0.33  0.22
H -8.58 2.98 -1.11  0.22
H -6.35 4.11 -1.04  0.22
H -4.40 2.79 -0.19  0.19
H -4.26 -0.43 0.07  0.43
H -2.33 0.02 -0.65  0.21
H -0.15 0.96 -0.17  0.21
H 1.48 1.81 0.91  0.17
H 4.05 0.61 2.00  0.20
H 2.98 1.73 2.85  0.22
H 4.94 2.95 1.86  0.20
H 3.39 3.49 1.19  0.18
H 6.55 2.83 0.14  0.19
H 6.13 2.00 -1.36  0.19
H 6.27 0.72 1.42  0.21
H 7.55 0.71 0.21  0.22
H 5.25 -1.38 1.60  0.21
H 4.33 -3.42 0.61  0.22
H 4.47 -3.79 -1.83  0.22
H 5.58 -2.10 -3.25  0.21
H 6.51 -0.06 -2.26  0.20
H 4.00 1.63 -1.93  0.21
H 2.83 2.71 -1.15  0.18
H 3.43 -0.18 -0.34  0.23
H 1.96 0.43 -1.11  0.21
H 0.70 -2.28 2.48  0.22
H -1.53 -3.25 1.97  0.23

ΔE to the lowest compared entry with this formula, charge and spin   3.45 kcal per mole
Lowest unoccupied orbital energy   0.702 eV
2S+1   1
SMILES string   C[C@H](Cc1ccccn1)NC(=O)c1ccc(OC2CCN(CCc3ccccc3)CC2)cc1
DFT total energy   -38137.9089 eV
HOMO-LUMO gap   8.749 eV

---

2.
This record from the Open Molecules 2025 dataset describes a structure of composition C28H33N4NiP2S3. The level of theory is ωB97M-V with the def2-TZVPD basis set.

Last column: Mulliken charge in e.
CARTESIAN COORDINATES (ANGSTROEM)
Ni -0.09 -2.49 -0.70  -0.36
S -0.71 -3.29 -2.65  -0.46
C -2.24 -4.03 -2.20  0.44
C -3.24 -4.22 -3.22  -0.08
N -4.02 -4.36 -4.06  -0.54
C -2.42 -4.42 -0.93  0.51
S -1.12 -4.19 0.23  -0.43
C -3.62 -5.09 -0.48  -0.09
N -4.57 -5.61 -0.10  -0.54
C 2.24 -2.34 1.75  -1.60
P 0.58 -1.70 1.28  1.33
C 1.07 0.07 1.05  -0.22
N 1.48 0.78 2.05  -0.24
C 1.87 2.07 1.79  -0.18
C 2.23 2.92 2.85  -0.32
C 2.59 4.22 2.61  -0.58
C 2.62 4.71 1.28  -0.52
C 2.29 3.89 0.24  -0.47
C 1.91 2.55 0.48  -0.16
N 1.62 1.73 -0.59  -0.18
C 1.17 0.55 -0.31  -0.07
P 0.98 -0.74 -1.62  1.19
C 2.77 -1.06 -1.88  -1.45
C 0.53 0.06 -3.26  2.58
C 1.24 1.40 -3.49  -1.96
C -0.98 0.29 -3.38  -2.02
C 0.99 -0.90 -4.37  -1.76
C -0.36 -1.91 2.89  2.37
C -0.14 -3.36 3.35  -1.71
C 0.14 -0.99 4.01  -1.81
C -1.86 -1.65 2.70  -1.87
H 2.63 -1.78 2.60  0.35
H 2.93 -2.21 0.92  0.35
H 2.19 -3.39 1.99  0.39
H 2.19 2.52 3.86  0.45
H 2.86 4.87 3.43  0.39
H 2.90 5.73 1.10  0.40
H 2.31 4.23 -0.79  0.47
H 3.29 -0.13 -2.11  0.38
H 2.92 -1.77 -2.68  0.38
H 3.20 -1.48 -0.97  0.30
H 0.97 2.14 -2.75  0.32
H 0.93 1.75 -4.48  0.55
H 2.33 1.30 -3.50  0.33
H -1.32 1.05 -2.68  0.29
H -1.55 -0.61 -3.18  0.20
H -1.18 0.63 -4.40  0.64
H 2.08 -0.86 -4.50  0.39
H 0.53 -0.58 -5.31  0.49
H 0.70 -1.93 -4.21  0.25
H 0.85 -3.50 3.77  0.36
H -0.29 -4.10 2.56  0.27
H -0.87 -3.58 4.13  0.50
H 1.19 -1.16 4.26  0.32
H -0.46 -1.21 4.89  0.54
H 0.02 0.06 3.76  0.24
H -2.27 -2.23 1.87  0.19
H -2.06 -0.60 2.49  0.28
H -2.36 -1.94 3.62  0.60
S -1.69 -0.06 -0.16  -0.04
C -2.04 1.65 -0.01  0.37
C -2.88 2.30 -0.93  -0.46
C -3.14 3.66 -0.83  -0.56
C -2.57 4.42 0.18  -0.58
C -1.75 3.80 1.10  -0.57
C -1.49 2.44 1.01  -0.53
H -3.32 1.71 -1.72  0.44
H -3.80 4.12 -1.56  0.36
H -2.78 5.48 0.25  0.36
H -1.30 4.37 1.90  0.42
H -0.86 1.96 1.75  0.34

ΔE to the lowest compared entry with this formula, charge and spin   15.36 kcal per mole
Lowest unoccupied orbital energy   1.902 eV
2S+1   1
DFT total energy   -127662.3169 eV
HOMO-LUMO gap   6.292 eV
Charge   -1

---

3.
This record from the Open Molecules 2025 dataset describes a structure of composition C28H33N5O2PbS3. The level of theory is ωB97M-V with the def2-TZVPD basis set.

Last column: natural (NBO) charge in e.
CARTESIAN COORDINATES (ANGSTROEM)
Pb -1.47 0.79 -0.21  1.35
C -2.85 4.42 -0.42  -0.53
C -2.83 4.46 1.10  -0.54
S -2.76 2.82 1.88  0.22
C -1.39 2.99 3.05  -0.54
C -0.03 3.40 2.48  -0.54
S 0.62 2.33 1.16  0.21
C 1.07 3.53 -0.12  -0.54
C -0.02 4.45 -0.63  -0.55
S -1.48 3.59 -1.28  0.22
H -3.74 3.89 -0.78  0.25
H -2.92 5.44 -0.80  0.25
H -1.99 5.05 1.47  0.22
H -3.73 4.96 1.44  0.26
H -1.67 3.70 3.83  0.25
H -1.33 2.00 3.52  0.25
H -0.06 4.41 2.09  0.23
H 0.70 3.39 3.29  0.25
H 1.90 4.13 0.25  0.25
H 1.45 2.90 -0.93  0.27
H -0.35 5.14 0.14  0.23
H 0.39 5.05 -1.44  0.26
C 4.40 0.32 3.46  -0.64
C 3.34 -0.20 2.54  0.06
C 3.57 -0.32 1.17  -0.20
C 2.59 -0.79 0.32  -0.19
C 1.33 -1.15 0.81  0.12
N 0.32 -1.64 -0.02  -0.29
C 0.54 -2.55 -0.90  0.22
C 1.80 -3.28 -1.02  -0.15
C 2.11 -3.96 -2.13  -0.23
C 1.18 -4.01 -3.22  0.22
C 1.57 -4.75 -4.45  -0.67
C -0.09 -3.48 -3.09  -0.32
C -0.50 -2.85 -1.92  0.36
N -1.81 -2.52 -1.76  -0.19
C -2.80 -2.56 -2.74  0.01
C -3.97 -2.27 -2.13  -0.26
C -3.62 -2.04 -0.76  0.04
N -2.34 -2.17 -0.54  -0.25
C 1.06 -0.94 2.17  0.14
C 2.07 -0.52 3.02  -0.21
N -0.22 -1.19 2.70  -0.20
C -0.57 -1.99 3.74  -0.01
C -1.91 -1.82 3.95  -0.31
C -2.30 -0.87 3.00  -0.02
N -1.28 -0.49 2.24  -0.34
H 5.39 0.04 3.11  0.24
H 4.27 -0.06 4.47  0.24
H 4.36 1.41 3.51  0.24
H 4.53 -0.03 0.76  0.24
H 2.77 -0.84 -0.75  0.24
H 2.48 -3.25 -0.17  0.25
H 3.05 -4.49 -2.22  0.25
H 2.58 -4.47 -4.76  0.26
H 0.87 -4.60 -5.27  0.24
H 1.60 -5.82 -4.22  0.27
H -0.79 -3.65 -3.90  0.24
H -2.59 -2.75 -3.77  0.24
H -4.94 -2.21 -2.58  0.26
H -4.27 -1.80 0.06  0.23
H 1.84 -0.40 4.07  0.24
H 0.16 -2.62 4.22  0.24
H -2.52 -2.31 4.69  0.26
H -3.28 -0.44 2.83  0.23
C 0.70 0.50 -3.94  -0.72
C -0.10 0.49 -2.67  0.80
O 0.48 0.86 -1.59  -0.86
O -1.30 0.14 -2.66  -0.76
H 1.52 -0.21 -3.86  0.23
H 1.14 1.48 -4.09  0.25
H 0.07 0.25 -4.79  0.24

ΔE to the lowest compared entry with this formula, charge and spin   0.00 kcal per mole
Lowest unoccupied orbital energy   -8.042 eV
2S+1   1
DFT total energy   -78857.2026 eV
HOMO-LUMO gap   5.638 eV
Charge   +2

---

4.
This record from the Open Molecules 2025 dataset describes a structure of composition C28H34AuN3P3S in a non-equilibrium geometry. The level of theory is ωB97M-V with the def2-TZVPD basis set.

Last column: natural (NBO) charge in e.
CARTESIAN COORDINATES (ANGSTROEM)
Au -0.99 0.61 -0.79  0.69
N 1.17 -0.30 1.01  -1.30
P 1.38 -0.13 -0.60  1.51
C 3.08 0.29 -0.67  -0.43
C 3.52 1.50 -0.11  -0.19
C 4.88 1.73 -0.01  -0.18
C 5.78 0.79 -0.50  -0.11
C 5.33 -0.39 -1.09  -0.19
C 3.98 -0.64 -1.21  -0.16
C 0.91 -1.59 -1.45  -0.54
C 0.86 -2.81 -0.76  -0.16
C 0.56 -3.96 -1.47  -0.19
C 0.28 -3.89 -2.84  -0.13
C 0.32 -2.67 -3.52  -0.23
C 0.63 -1.51 -2.83  -0.12
P -0.48 -0.22 1.49  1.13
C -0.95 -1.81 2.13  -0.48
C -1.95 -2.55 1.51  -0.18
C -2.27 -3.81 1.99  -0.19
C -1.57 -4.33 3.08  -0.14
C -0.57 -3.59 3.70  -0.20
C -0.26 -2.32 3.24  -0.13
C -0.51 0.94 2.83  -0.37
C 0.57 1.79 3.11  -0.24
C 0.50 2.65 4.20  -0.18
C -0.65 2.70 4.97  -0.14
C -1.74 1.88 4.68  -0.18
C -1.67 1.00 3.61  -0.20
H 1.96 -0.38 1.64  0.45
H 2.81 2.24 0.25  0.22
H 5.24 2.65 0.43  0.25
H 6.84 0.98 -0.44  0.26
H 6.04 -1.12 -1.45  0.26
H 3.63 -1.55 -1.68  0.24
H 1.09 -2.86 0.29  0.24
H 0.54 -4.91 -0.96  0.26
H 0.05 -4.79 -3.38  0.25
H 0.13 -2.63 -4.58  0.25
H 0.68 -0.56 -3.35  0.22
H -2.49 -2.14 0.66  0.22
H -3.05 -4.39 1.53  0.24
H -1.82 -5.32 3.45  0.25
H -0.05 -3.99 4.56  0.25
H 0.49 -1.74 3.75  0.22
H 1.47 1.76 2.51  0.21
H 1.34 3.28 4.45  0.24
H -0.71 3.39 5.80  0.25
H -2.63 1.91 5.29  0.25
H -2.51 0.35 3.39  0.23
C -0.92 3.41 -3.12  -0.97
P -0.91 2.88 -1.40  1.07
C -2.31 3.65 -0.58  -0.98
C 0.57 3.61 -0.68  -0.98
H -0.84 4.50 -3.13  0.28
H -1.84 3.12 -3.61  0.25
H -0.07 2.98 -3.65  0.27
H -2.21 4.73 -0.72  0.28
H -2.31 3.42 0.48  0.27
H -3.25 3.31 -1.02  0.28
H 0.52 4.69 -0.79  0.28
H 1.45 3.24 -1.20  0.26
H 0.63 3.36 0.38  0.26
N -3.58 -1.96 -3.24  -0.72
C -3.35 -0.68 -2.98  0.38
N -3.31 0.20 -3.97  -0.74
S -3.18 -0.22 -1.30  -0.26
H -3.86 -2.27 -4.16  0.43
H -3.66 -2.61 -2.48  0.44
H -3.49 -0.06 -4.93  0.43
H -3.28 1.18 -3.76  0.42

ΔE to the lowest compared entry with this formula, charge and spin   41.76 kcal per mole
Lowest unoccupied orbital energy   -11.112 eV
2S+1   1
DFT total energy   -76429.2413 eV
HOMO-LUMO gap   5.423 eV
Charge   +3